Entry 1:
Formula: C57H43F2NO4SSi
Source: OMol25
Level of theory: wB97M-V/def2-TZVPD

```
! wB97M-V def2-TZVPD RIJCOSX def2/J DEFGRID3
* xyz 0 1
C -5.37 3.25 2.53
Si -3.56 3.11 2.02
C -2.86 4.73 1.32
C -3.31 1.82 0.63
C -4.35 0.67 0.67
C -4.07 -0.52 -0.28
F -5.07 -0.51 -1.24
F -4.17 -1.70 0.39
C -2.73 -0.42 -1.01
C -2.61 0.06 -2.29
C -1.35 0.17 -2.88
C -0.27 -0.23 -2.14
C -0.38 -0.75 -0.85
C -1.63 -0.85 -0.29
N 0.78 -1.18 -0.11
C 1.81 -0.19 -0.11
C 2.40 0.16 1.09
C 3.37 1.15 1.13
C 3.75 1.76 -0.04
C 4.78 2.86 0.00
C 6.10 2.68 0.39
C 6.94 3.77 0.43
C 6.51 5.03 0.11
C 5.19 5.23 -0.29
C 4.35 4.13 -0.33
C 3.21 1.41 -1.27
C 2.24 0.44 -1.27
S 1.41 -0.10 -2.77
C -2.47 2.70 3.51
C -2.79 1.71 4.44
C -1.99 1.46 5.53
C -0.83 2.15 5.75
C -0.48 3.14 4.84
C -1.28 3.39 3.75
H -5.81 2.25 2.46
H -5.96 3.91 1.87
H -5.51 3.57 3.57
H -1.89 4.48 0.85
H -2.63 5.45 2.12
H -3.51 5.15 0.54
H -2.28 1.47 0.76
H -3.43 2.36 -0.32
H -4.46 0.34 1.71
H -5.32 1.08 0.38
H -3.47 0.40 -2.85
H -1.22 0.57 -3.88
H -1.73 -1.26 0.71
H 1.12 -2.00 -0.63
H 2.12 -0.32 2.02
H 3.82 1.41 2.08
H 6.45 1.69 0.66
H 7.98 3.66 0.75
H 7.16 5.90 0.14
H 4.80 6.20 -0.59
H 3.32 4.30 -0.62
H 3.52 1.87 -2.20
H -3.70 1.12 4.34
H -2.27 0.70 6.27
H -0.17 1.98 6.60
H 0.43 3.73 4.97
H -0.95 4.16 3.06
O -8.22 -3.61 -7.32
C -8.46 -2.89 -6.37
C -9.84 -2.41 -6.11
C -10.88 -2.81 -6.95
C -12.17 -2.40 -6.69
C -12.45 -1.59 -5.59
C -11.42 -1.18 -4.76
C -10.12 -1.58 -5.01
C -9.02 -1.12 -4.12
O -9.25 -0.35 -3.21
C -7.64 -1.61 -4.37
C -6.61 -1.21 -3.53
C -5.32 -1.69 -3.73
C -5.07 -2.57 -4.78
C -6.09 -2.96 -5.64
C -7.38 -2.48 -5.44
H -10.66 -3.44 -7.80
H -12.98 -2.72 -7.34
H -13.47 -1.29 -5.38
H -11.63 -0.55 -3.90
H -6.81 -0.54 -2.71
H -4.53 -1.39 -3.08
H -4.06 -2.95 -4.94
H -5.88 -3.64 -6.45
O 8.86 -5.38 2.87
C 9.05 -4.18 2.87
C 8.05 -3.26 2.25
C 6.89 -3.78 1.69
C 5.95 -2.93 1.15
C 6.15 -1.55 1.16
C 7.31 -1.03 1.70
C 8.27 -1.88 2.24
C 9.52 -1.30 2.80
O 9.74 -0.11 2.75
C 10.51 -2.22 3.44
C 11.66 -1.70 4.00
C 12.57 -2.54 4.62
C 12.32 -3.91 4.69
C 11.18 -4.44 4.12
C 10.27 -3.60 3.49
H 6.73 -4.85 1.68
H 5.04 -3.34 0.71
H 5.40 -0.89 0.74
H 7.48 0.04 1.71
H 11.85 -0.64 3.95
H 13.47 -2.13 5.07
H 13.03 -4.56 5.19
H 10.99 -5.50 4.17
*
```

Values from the calculation:
lowest unoccupied orbital energy = -0.03715 hartree
strongest force on any atom = 1.7 eV/Å



Entry 2:
Formula: C57H45N4OOsP2S3
Source: OMol25
Level of theory: wB97M-V/def2-TZVPD

```
! wB97M-V def2-TZVPD RIJCOSX def2/J DEFGRID3
* xyz 3 1
Os -0.69 0.88 -0.09
C -4.00 -2.01 0.26
C -5.09 -1.17 0.40
C -4.89 0.20 0.33
C -3.62 0.70 0.13
N -2.55 -0.12 0.04
C -2.75 -1.44 0.09
C -3.34 2.14 0.02
C -4.35 3.09 -0.06
C -4.04 4.43 -0.15
C -2.70 4.79 -0.14
C -1.74 3.80 -0.07
N -2.04 2.49 -0.01
H -4.09 -3.08 0.29
H -6.08 -1.57 0.55
H -5.73 0.87 0.45
H -1.89 -2.08 -0.02
H -5.38 2.77 -0.06
H -4.82 5.17 -0.22
H -2.39 5.82 -0.19
H -0.70 4.08 -0.05
C 0.27 -5.39 -0.05
C 0.98 -4.02 -0.09
C 2.50 -4.24 -0.17
C 0.64 -3.23 1.15
C 0.72 -3.84 2.41
C 0.43 -3.17 3.58
C 0.05 -1.84 3.52
C -0.05 -1.19 2.30
P -0.46 0.57 2.26
C -2.04 0.84 3.11
C -2.88 -0.21 3.46
C -4.13 0.06 4.02
C -4.54 1.37 4.21
C -3.70 2.42 3.85
C -2.45 2.16 3.29
C 0.84 1.33 3.26
C 2.16 1.23 2.77
C 3.22 1.70 3.52
C 2.98 2.27 4.77
C 1.69 2.34 5.27
C 0.62 1.86 4.52
C 0.28 -1.89 1.13
O 0.24 -1.17 -0.09
C 0.17 -1.92 -1.30
C -0.27 -1.26 -2.45
C -0.27 -1.94 -3.67
C 0.13 -3.26 -3.73
C 0.52 -3.90 -2.57
C 0.54 -3.26 -1.33
P -0.70 0.49 -2.44
C -2.34 0.75 -3.15
C -3.22 -0.31 -3.38
C -4.52 -0.05 -3.80
C -4.94 1.26 -3.98
C -4.07 2.32 -3.74
C -2.78 2.06 -3.31
C 0.55 1.23 -3.51
C 0.25 1.99 -4.63
C 1.28 2.51 -5.41
C 2.60 2.28 -5.08
C 2.91 1.50 -3.96
C 1.89 0.98 -3.18
H 0.58 -5.97 0.82
H 0.51 -5.99 -0.92
H -0.82 -5.26 0.00
H 2.85 -4.79 0.71
H 3.02 -3.28 -0.22
H 2.76 -4.81 -1.05
H 1.02 -4.87 2.46
H 0.51 -3.67 4.53
H -0.17 -1.29 4.43
H -2.57 -1.24 3.33
H -4.77 -0.76 4.31
H -5.50 1.58 4.65
H -4.01 3.45 4.01
H -1.80 2.98 3.02
H 2.34 0.71 1.83
H 4.23 1.61 3.15
H 3.81 2.64 5.36
H 1.51 2.76 6.25
H -0.38 1.92 4.93
H -0.58 -1.42 -4.57
H 0.14 -3.79 -4.67
H 0.83 -4.93 -2.62
H -2.89 -1.33 -3.25
H -5.19 -0.87 -3.99
H -5.95 1.46 -4.33
H -4.40 3.34 -3.89
H -2.11 2.90 -3.10
H -0.78 2.17 -4.92
H 1.04 3.10 -6.29
H 3.39 2.68 -5.69
H 3.94 1.29 -3.72
H 2.13 0.36 -2.32
S 6.50 2.85 0.46
C 4.99 2.41 0.13
S 3.65 3.50 -0.06
C 2.58 2.12 -0.11
N 3.20 0.93 -0.05
N 4.46 1.06 0.05
C 5.30 -0.09 0.12
C 4.87 -1.19 0.87
C 5.70 -2.28 0.99
C 6.94 -2.29 0.36
C 7.35 -1.21 -0.40
C 6.54 -0.10 -0.52
S 0.96 2.34 -0.37
H 3.91 -1.15 1.38
H 5.40 -3.13 1.59
H 7.60 -3.15 0.47
H 8.31 -1.22 -0.90
H 6.85 0.73 -1.14
*
```

Values from the calculation:
lowest unoccupied orbital energy (spin up / spin down) = -0.38752 / -0.38745 hartree
strongest force on any atom = 1.5 eV/Å
relative energy (zero: lowest compared OMol25 entry of this formula, charge and spin) = 0.00 kJ/mol



Copy entry 1 word for word.
Formula: C57H43F2NO4SSi
Source: OMol25
Level of theory: wB97M-V/def2-TZVPD

```
! wB97M-V def2-TZVPD RIJCOSX def2/J DEFGRID3
* xyz 0 1
C -5.37 3.25 2.53
Si -3.56 3.11 2.02
C -2.86 4.73 1.32
C -3.31 1.82 0.63
C -4.35 0.67 0.67
C -4.07 -0.52 -0.28
F -5.07 -0.51 -1.24
F -4.17 -1.70 0.39
C -2.73 -0.42 -1.01
C -2.61 0.06 -2.29
C -1.35 0.17 -2.88
C -0.27 -0.23 -2.14
C -0.38 -0.75 -0.85
C -1.63 -0.85 -0.29
N 0.78 -1.18 -0.11
C 1.81 -0.19 -0.11
C 2.40 0.16 1.09
C 3.37 1.15 1.13
C 3.75 1.76 -0.04
C 4.78 2.86 0.00
C 6.10 2.68 0.39
C 6.94 3.77 0.43
C 6.51 5.03 0.11
C 5.19 5.23 -0.29
C 4.35 4.13 -0.33
C 3.21 1.41 -1.27
C 2.24 0.44 -1.27
S 1.41 -0.10 -2.77
C -2.47 2.70 3.51
C -2.79 1.71 4.44
C -1.99 1.46 5.53
C -0.83 2.15 5.75
C -0.48 3.14 4.84
C -1.28 3.39 3.75
H -5.81 2.25 2.46
H -5.96 3.91 1.87
H -5.51 3.57 3.57
H -1.89 4.48 0.85
H -2.63 5.45 2.12
H -3.51 5.15 0.54
H -2.28 1.47 0.76
H -3.43 2.36 -0.32
H -4.46 0.34 1.71
H -5.32 1.08 0.38
H -3.47 0.40 -2.85
H -1.22 0.57 -3.88
H -1.73 -1.26 0.71
H 1.12 -2.00 -0.63
H 2.12 -0.32 2.02
H 3.82 1.41 2.08
H 6.45 1.69 0.66
H 7.98 3.66 0.75
H 7.16 5.90 0.14
H 4.80 6.20 -0.59
H 3.32 4.30 -0.62
H 3.52 1.87 -2.20
H -3.70 1.12 4.34
H -2.27 0.70 6.27
H -0.17 1.98 6.60
H 0.43 3.73 4.97
H -0.95 4.16 3.06
O -8.22 -3.61 -7.32
C -8.46 -2.89 -6.37
C -9.84 -2.41 -6.11
C -10.88 -2.81 -6.95
C -12.17 -2.40 -6.69
C -12.45 -1.59 -5.59
C -11.42 -1.18 -4.76
C -10.12 -1.58 -5.01
C -9.02 -1.12 -4.12
O -9.25 -0.35 -3.21
C -7.64 -1.61 -4.37
C -6.61 -1.21 -3.53
C -5.32 -1.69 -3.73
C -5.07 -2.57 -4.78
C -6.09 -2.96 -5.64
C -7.38 -2.48 -5.44
H -10.66 -3.44 -7.80
H -12.98 -2.72 -7.34
H -13.47 -1.29 -5.38
H -11.63 -0.55 -3.90
H -6.81 -0.54 -2.71
H -4.53 -1.39 -3.08
H -4.06 -2.95 -4.94
H -5.88 -3.64 -6.45
O 8.86 -5.38 2.87
C 9.05 -4.18 2.87
C 8.05 -3.26 2.25
C 6.89 -3.78 1.69
C 5.95 -2.93 1.15
C 6.15 -1.55 1.16
C 7.31 -1.03 1.70
C 8.27 -1.88 2.24
C 9.52 -1.30 2.80
O 9.74 -0.11 2.75
C 10.51 -2.22 3.44
C 11.66 -1.70 4.00
C 12.57 -2.54 4.62
C 12.32 -3.91 4.69
C 11.18 -4.44 4.12
C 10.27 -3.60 3.49
H 6.73 -4.85 1.68
H 5.04 -3.34 0.71
H 5.40 -0.89 0.74
H 7.48 0.04 1.71
H 11.85 -0.64 3.95
H 13.47 -2.13 5.07
H 13.03 -4.56 5.19
H 10.99 -5.50 4.17
*
```

Values from the calculation:
lowest unoccupied orbital energy = -0.03715 hartree
strongest force on any atom = 1.7 eV/Å